This record from the Open Molecules 2025 dataset describes C29H46BrMgN3P2S as an isolated structure. The level of theory is ωB97M-V/def2-TZVPD.

```
! wB97M-V def2-TZVPD RIJCOSX def2/J DEFGRID3
* xyz 2 1
N -5.43 -1.55 3.32
C -4.77 -0.58 3.95
C -4.42 0.63 3.35
C -4.79 0.84 2.00
C -5.43 -0.24 1.35
C -5.73 -1.41 2.03
C -4.45 1.97 1.18
Mg 0.63 1.33 -1.05
P 3.15 0.55 -2.10
C -4.27 1.74 -0.17
C -3.04 2.07 -0.83
C -2.83 1.71 -2.18
C -1.63 2.02 -2.79
C -0.69 2.71 -2.02
C -0.86 3.08 -0.68
C -2.03 2.67 -0.07
Br 1.17 3.19 -2.89
H -4.23 2.92 1.65
H -4.95 1.15 -0.79
H -3.89 1.41 3.89
H -5.72 -0.18 0.30
H -4.53 -0.75 5.00
H -6.25 -2.20 1.49
H -3.63 1.18 -2.72
H -2.22 2.89 0.98
H -1.45 1.82 -3.85
H -0.10 3.64 -0.14
P -0.27 -1.58 -0.74
C 3.89 2.14 -1.45
C 4.75 2.99 -2.37
H 4.43 1.87 -0.54
H 3.06 2.78 -1.11
H 5.06 3.90 -1.82
H 5.67 2.51 -2.72
H 4.19 3.35 -3.24
C 2.96 0.58 -3.93
C 4.21 0.68 -4.79
H 2.28 1.41 -4.16
H 2.40 -0.34 -4.20
H 3.90 0.79 -5.84
H 4.82 1.56 -4.56
H 4.84 -0.21 -4.73
C 4.50 -0.67 -1.87
C 5.93 -0.15 -1.98
H 4.33 -1.50 -2.57
H 4.34 -1.08 -0.86
H 6.63 -0.98 -1.78
H 6.19 0.25 -2.97
H 6.12 0.62 -1.22
C 0.61 -2.97 0.10
C 2.12 -3.00 -0.16
H 0.15 -3.91 -0.24
H 0.42 -2.89 1.18
H 2.53 -3.97 0.14
H 2.37 -2.86 -1.22
H 2.63 -2.23 0.42
C -0.16 -2.18 -2.49
C -1.19 -1.59 -3.44
H -0.26 -3.28 -2.44
H 0.87 -1.96 -2.82
H -1.11 -2.09 -4.42
H -2.22 -1.73 -3.09
H -1.03 -0.52 -3.60
C -2.04 -2.00 -0.38
C -2.39 -2.47 1.03
H -2.35 -2.75 -1.11
H -2.60 -1.08 -0.61
H -3.44 -2.81 1.05
H -1.78 -3.32 1.37
H -2.31 -1.66 1.76
C 0.27 -1.74 3.64
N 0.09 -0.29 3.69
C -0.43 0.39 4.78
C -0.35 1.72 4.52
N 0.17 1.83 3.24
C 0.43 0.60 2.71
S 1.19 0.28 1.20
H -0.53 -2.20 3.05
H 1.23 -1.99 3.19
H 0.23 -2.11 4.67
H -0.78 -0.15 5.65
H -0.62 2.57 5.12
H 0.42 2.69 2.78
*
```

Output
Molar mass, g/mol: 634.9
Maximum force, eV/Å: 3.3
E, a.u.: -5151.36276

Mulliken atomic charge list, values in e, 6 entries: N -0.530; C -0.514; C -0.298; C 0.517; C -0.075; C -0.653